No. 1
The following is a DFT calculation (ωB97M-V/def2-TZVPD) of C54H54FIrN5O9 as an isolated structure in a non-equilibrium geometry.

Structure (XYZ):
```
124
C54H54FIrN5O9, DFT ωB97M-V/def2-TZVPD
Ir 0.512 -0.475 0.509
C -6.905 -0.493 1.563
C -6.371 0.440 0.482
N -4.978 0.138 0.133
C -4.008 0.705 0.884
C -2.674 0.537 0.670
C -1.753 1.130 1.729
O -2.198 2.002 2.448
O -0.590 0.593 1.858
C -2.248 -0.238 -0.437
O -1.054 -0.330 -0.816
C -3.281 -0.939 -1.175
C -2.943 -1.804 -2.213
C -3.911 -2.456 -2.921
F -3.515 -3.244 -3.945
C -5.269 -2.341 -2.600
C -5.603 -1.511 -1.541
C -4.640 -0.765 -0.854
N -6.323 -3.038 -3.255
C -5.995 -4.107 -4.203
C -7.312 -4.802 -4.602
N -8.313 -4.508 -3.528
C -8.720 -3.066 -3.576
C -7.435 -2.239 -3.770
H -7.933 -0.228 1.810
H -6.301 -0.399 2.465
H -6.870 -1.534 1.240
H -6.406 1.468 0.837
H -6.980 0.390 -0.419
H -4.325 1.329 1.712
H -1.901 -1.946 -2.470
H -6.641 -1.463 -1.245
H -5.329 -4.810 -3.707
H -5.494 -3.748 -5.105
H -7.178 -5.877 -4.694
H -7.706 -4.423 -5.542
H -7.817 -4.638 -2.642
H -9.120 -5.128 -3.568
H -9.214 -2.826 -2.637
H -9.421 -2.914 -4.394
H -7.508 -1.303 -3.229
H -7.290 -2.003 -4.831
C 4.224 3.808 4.168
C 2.986 2.947 4.042
C 2.083 3.105 5.264
O 3.366 1.602 3.851
C 2.320 0.981 3.122
C 1.738 2.138 2.242
O 2.264 3.301 2.874
C 1.900 2.276 0.672
O 1.845 1.063 -0.013
C 3.228 2.943 0.275
C 3.268 3.814 -0.812
C 4.464 4.399 -1.205
C 5.639 4.108 -0.530
C 5.610 3.219 0.535
C 4.414 2.635 0.929
C 0.725 3.216 0.289
C -0.293 2.745 -0.529
C -1.389 3.547 -0.831
C -1.471 4.834 -0.326
C -0.440 5.321 0.466
C 0.649 4.520 0.777
C 2.787 -0.426 2.649
O 1.886 -1.019 1.777
C 4.215 -0.431 2.061
C 5.333 -0.443 2.892
C 6.609 -0.516 2.352
C 6.786 -0.594 0.977
C 5.678 -0.572 0.145
C 4.400 -0.491 0.684
C 2.834 -1.364 3.887
C 2.798 -0.930 5.207
C 2.797 -1.848 6.253
C 2.831 -3.208 5.997
C 2.897 -3.649 4.682
C 2.904 -2.734 3.642
H 4.825 3.453 5.005
H 3.933 4.843 4.345
H 4.810 3.761 3.253
H 2.621 2.806 6.164
H 1.182 2.500 5.159
H 1.787 4.149 5.356
H 1.486 0.748 3.798
H 0.664 2.112 2.374
H 2.359 4.040 -1.354
H 4.473 5.079 -2.048
H 6.573 4.562 -0.835
H 6.520 2.965 1.065
H 4.419 1.942 1.755
H -0.224 1.746 -0.929
H -2.181 3.157 -1.463
H -2.329 5.456 -0.548
H -0.489 6.331 0.856
H 1.435 4.898 1.416
H 5.209 -0.390 3.965
H 7.468 -0.521 3.012
H 7.783 -0.666 0.559
H 5.803 -0.620 -0.930
H 3.541 -0.429 0.036
H 2.788 0.125 5.437
H 2.762 -1.488 7.274
H 2.808 -3.920 6.813
H 2.940 -4.710 4.466
H 2.955 -3.083 2.619
O 0.846 1.060 -6.419
C 1.806 0.036 -6.315
N 1.781 -0.375 -4.930
C 2.475 -1.461 -4.531
O 3.127 -2.129 -5.316
C 2.394 -1.843 -3.080
C 3.199 -2.898 -2.658
C 3.106 -3.337 -1.350
C 2.229 -2.699 -0.494
N 1.480 -1.665 -0.889
C 1.555 -1.253 -2.157
H 0.879 1.431 -7.305
H 2.809 0.381 -6.585
H 1.566 -0.827 -6.942
H 1.305 0.247 -4.298
H 3.870 -3.351 -3.374
H 3.703 -4.163 -0.993
H 2.120 -2.999 0.539
H 0.901 -0.428 -2.408
```

The calculation puts the LUMO energy at -3.5 eV. The calculation puts the total energy at -3245.0393 hartree. For the HOMO-LUMO gap, the calculation gives 5.62 eV. Its charge is +1.

No. 2
The following is a DFT calculation (ωB97M-V/def2-TZVPD) of C54H55BaCl2N7S2Sb as an isolated structure in a non-equilibrium geometry.

Structure (XYZ):
```
122
C54H55BaCl2N7S2Sb, DFT ωB97M-V/def2-TZVPD
Ba -0.774 -0.656 0.558
N -1.640 -2.300 2.437
C -1.191 -3.657 2.123
C 0.307 -3.687 1.830
N 0.603 -2.956 0.590
H -1.521 -2.098 3.424
H -2.631 -2.188 2.204
H -1.711 -3.990 1.223
H -1.406 -4.371 2.927
H 0.613 -4.740 1.771
H 0.859 -3.212 2.647
H 0.125 -3.429 -0.179
H 1.596 -3.012 0.391
S -1.988 -3.222 -1.331
C -3.702 -3.039 -1.472
C -4.378 -3.877 -2.369
C -5.750 -3.824 -2.570
C -6.389 -4.701 -3.492
N -6.901 -5.414 -4.237
C -6.506 -2.879 -1.847
C -5.849 -2.038 -0.957
C -4.468 -2.091 -0.735
S -3.833 -0.976 0.440
C -7.918 -2.792 -2.000
N -9.063 -2.724 -2.104
H -3.797 -4.599 -2.927
H -6.421 -1.308 -0.402
C -2.894 4.012 6.366
C -1.508 4.441 5.971
C -0.859 5.477 6.627
C 0.419 5.880 6.268
C 1.060 5.241 5.218
C 0.430 4.211 4.540
C -0.850 3.795 4.914
N -1.513 2.756 4.248
C -0.915 1.808 3.403
N 0.229 1.298 3.921
C 1.356 0.646 3.337
C 1.379 0.266 1.988
C 2.621 -0.233 1.572
C 3.726 -0.390 2.399
C 3.614 -0.067 3.742
C 2.427 0.460 4.231
C 2.326 0.811 5.698
N -1.488 1.443 2.314
C -2.697 2.078 1.949
C -3.915 1.528 2.344
C -5.112 2.090 1.935
C -5.107 3.215 1.127
C -3.897 3.781 0.753
C -2.686 3.237 1.163
C -1.382 3.906 0.814
H -3.200 4.502 7.289
H -2.941 2.931 6.512
H -3.622 4.270 5.591
H -1.364 5.970 7.450
H 0.903 6.692 6.796
H 2.051 5.552 4.913
H 0.925 3.727 3.707
H -2.499 2.882 4.078
H 0.419 1.660 4.840
H 2.740 -0.504 0.523
H 4.665 -0.776 2.009
H 4.453 -0.213 4.413
H 3.216 0.470 6.226
H 1.465 0.332 6.174
H 2.243 1.891 5.865
H -3.909 0.629 2.947
H -6.048 1.628 2.222
H -6.039 3.646 0.782
H -3.886 4.673 0.135
H -1.508 4.564 -0.046
H -0.611 3.168 0.590
H -1.027 4.510 1.655
C 4.802 1.278 -1.285
C 5.253 0.448 -2.461
C 6.571 0.533 -2.906
C 7.017 -0.220 -3.982
C 6.144 -1.082 -4.628
C 4.833 -1.182 -4.187
C 4.376 -0.422 -3.116
Sb 2.315 -0.679 -2.465
C 2.412 -2.812 -2.769
C 1.683 -3.416 -3.787
C 1.609 -4.798 -3.891
C 2.276 -5.589 -2.973
C 3.043 -4.994 -1.981
C 3.126 -3.609 -1.862
C 4.007 -3.006 -0.798
C 1.448 -0.070 -4.356
C 2.255 0.606 -5.270
C 1.734 1.113 -6.452
C 0.386 0.952 -6.726
C -0.430 0.311 -5.807
C 0.077 -0.195 -4.611
C -0.859 -0.829 -3.626
H 5.583 1.972 -0.976
H 4.553 0.645 -0.430
H 3.908 1.852 -1.532
H 7.258 1.201 -2.398
H 8.044 -0.132 -4.314
H 6.483 -1.674 -5.469
H 4.153 -1.867 -4.683
H 1.172 -2.802 -4.519
H 1.021 -5.252 -4.679
H 2.204 -6.668 -3.024
H 3.582 -5.617 -1.276
H 4.490 -3.782 -0.206
H 3.447 -2.360 -0.116
H 4.785 -2.389 -1.254
H 3.308 0.739 -5.057
H 2.381 1.630 -7.151
H -0.037 1.337 -7.647
H -1.490 0.209 -6.010
H -1.900 -0.655 -3.895
H -0.708 -0.423 -2.625
H -0.720 -1.907 -3.547
Cl -2.027 1.915 -1.963
C -2.573 2.848 -3.367
Cl -3.571 1.873 -4.454
H -1.703 3.183 -3.919
H -3.174 3.673 -3.006
```

The calculation puts the LUMO energy at 1.9 eV. The calculation puts the total energy at -4456.6814 hartree. For the HOMO-LUMO gap, the calculation gives 5.87 eV. Its charge is -1.

No. 3
The following is a DFT calculation (ωB97M-V/def2-TZVPD) of C54H56AsInN4O2P3S2Si2 as an isolated structure.

Structure (XYZ):
```
125
C54H56AsInN4O2P3S2Si2, DFT ωB97M-V/def2-TZVPD
In 0.190 0.360 1.199
N -2.560 -0.637 -1.964
P -1.189 -1.628 -1.945
C -1.669 -2.964 -3.059
C -2.166 -2.705 -4.338
C -2.513 -3.759 -5.166
C -2.379 -5.070 -4.722
C -1.893 -5.330 -3.449
C -1.539 -4.279 -2.616
C 0.078 -0.597 -2.738
C -0.186 0.053 -3.944
C 0.805 0.799 -4.561
C 2.056 0.923 -3.971
C 2.324 0.287 -2.768
C 1.341 -0.484 -2.161
P -2.518 0.757 -0.892
C -2.271 2.098 -2.121
C -3.127 2.328 -3.196
C -2.823 3.299 -4.138
C -1.652 4.042 -4.023
C -0.792 3.819 -2.958
C -1.105 2.852 -2.011
C -4.287 0.830 -0.462
C -4.583 1.246 0.836
C -5.896 1.293 1.282
C -6.927 0.928 0.428
C -6.643 0.503 -0.863
C -5.330 0.446 -1.306
H -3.380 -1.212 -1.793
H -2.288 -1.688 -4.684
H -2.890 -3.561 -6.161
H -2.661 -5.891 -5.370
H -1.784 -6.350 -3.100
H -1.171 -4.479 -1.618
H -1.168 -0.007 -4.392
H 0.597 1.292 -5.502
H 2.826 1.513 -4.454
H 3.300 0.375 -2.307
H 1.561 -1.027 -1.250
H -4.041 1.754 -3.294
H -3.496 3.479 -4.968
H -1.412 4.795 -4.765
H 0.132 4.379 -2.881
H -0.424 2.668 -1.186
H -3.770 1.537 1.491
H -6.116 1.614 2.293
H -7.954 0.964 0.772
H -7.448 0.212 -1.526
H -5.126 0.094 -2.311
O 4.646 -2.120 6.772
N 3.867 -1.244 7.093
O 3.899 -0.670 8.161
C 2.807 -0.848 6.133
C 1.941 0.083 6.583
C 0.821 0.497 5.808
C -0.135 1.408 6.289
C -1.244 1.675 5.532
C -1.365 1.056 4.281
N -0.450 0.246 3.779
C 0.632 -0.043 4.531
C 1.616 -0.965 4.004
N 1.430 -1.377 2.735
C 2.248 -2.269 2.219
C 3.312 -2.812 2.938
C 3.535 -2.386 4.222
C 2.685 -1.418 4.806
H 2.087 0.496 7.571
H 0.016 1.880 7.253
H -2.024 2.335 5.886
H -2.252 1.200 3.678
H 2.033 -2.586 1.204
H 3.953 -3.553 2.482
H 4.348 -2.799 4.790
C -3.748 5.074 0.273
Si -2.189 5.518 1.225
C -1.219 6.751 0.194
C -2.791 6.164 2.890
As -1.022 3.548 1.848
Si 1.203 4.283 2.056
C 1.409 5.996 2.796
C 2.142 4.117 0.432
C 2.041 3.114 3.277
H -4.176 5.973 -0.183
H -4.500 4.644 0.940
H -3.557 4.360 -0.529
H -1.617 7.761 0.319
H -1.307 6.483 -0.861
H -0.157 6.774 0.445
H -3.518 6.972 2.777
H -1.972 6.517 3.523
H -3.284 5.337 3.408
H 0.946 6.786 2.201
H 2.472 6.234 2.900
H 0.961 6.025 3.793
H 1.800 4.841 -0.313
H 2.021 3.113 0.014
H 3.209 4.284 0.601
H 1.524 3.138 4.242
H 3.080 3.412 3.441
H 2.037 2.081 2.917
S 0.508 -6.379 0.041
P 1.592 -4.902 -0.647
S -0.639 -2.315 -0.180
C 1.759 -5.008 -2.466
C 1.718 -3.855 -3.242
C 1.841 -3.932 -4.623
C 2.002 -5.169 -5.230
C 2.033 -6.325 -4.459
C 1.914 -6.250 -3.079
C 3.330 -4.994 -0.078
C 3.716 -5.901 0.906
C 5.036 -5.931 1.340
C 5.965 -5.043 0.815
C 5.578 -4.127 -0.157
C 4.264 -4.098 -0.601
H 1.581 -2.894 -2.765
H 1.799 -3.029 -5.221
H 2.108 -5.234 -6.307
H 2.146 -7.291 -4.935
H 1.939 -7.148 -2.474
H 2.986 -6.590 1.312
H 5.339 -6.650 2.091
H 6.994 -5.070 1.152
H 6.303 -3.436 -0.569
H 3.963 -3.389 -1.366
```

The calculation puts the LUMO energy (alpha / beta) at -3.5 / -3.7 eV. The calculation puts the total energy at -7286.0712 hartree. For the HOMO-LUMO gap (alpha / beta), the calculation gives 6.42 / 5.96 eV. Its charge is +1.